Molecular formula: C2H3BrO
Method: DFT, ωB97M-V/def2-TZVPD

Element x y z (Å)
1 C 1.22483 -0.38663 0.03952
2 O -1.42485 1.73737 -0.08036
3 H 1.16513 -1.23423 0.70309
4 C -1.30787 0.59762 0.14928
5 H 1.92349 0.43512 0.05115
6 Br -2.48082 -0.75991 0.05327
7 H 0.90009 -0.38935 -0.91594

Summary:
Relative energy (zero: lowest compared OMol25 entry of this formula, charge and spin) in kcal per mole: 88.2
Frontier orbital gap (spin up / spin down) in eV: 8.56 / 8.31
HOMO level (spin up / spin down) in eV: -8.546 / -8.941
LUMO level (spin up / spin down) in eV: 0.0 / -0.6


Molecular formula: C8H15O4PS
Method: DFT, ωB97M-V/def2-TZVPD

Element x y z (Å)
1 H -0.15686 0.00369 1.44233
2 H -1.16942 -3.54494 0.47771
3 H 0.44375 0.88088 -5.77727
4 H -0.88363 0.43434 -1.15181
5 C -2.26999 -1.73946 0.88357
6 C 0.73221 -0.29264 1.02958
7 O 1.59927 -2.48156 -0.41905
8 O 0.37841 0.84614 -3.76568
9 H -2.80963 -1.63660 -0.05279
10 C 1.91663 -0.11586 1.61418
11 H 2.92324 0.24127 3.52958
12 O 1.35864 -1.37346 -3.21207
13 H -1.03536 0.29609 -5.10376
14 H -2.24333 -1.54005 2.91586
15 C -2.71915 -1.19903 1.96803
16 C 2.29157 0.71963 2.80482
17 S 0.97572 -0.16843 -2.56167
18 H -1.05621 -1.13741 -2.22146
19 O 1.85203 0.69908 -1.85586
20 H -3.66856 -0.58771 1.99173
21 C -0.46145 -0.54072 -1.56784
22 P 0.42898 -1.63157 -0.09887
23 C 0.00657 0.32376 -4.98960
24 H -0.67308 -2.78487 1.78564
25 H 1.44134 1.12638 3.45845
26 H 0.36283 -0.62198 -4.97152
27 C -0.95067 -2.55774 0.75285
28 H 2.70842 -0.62559 1.03381
29 H 2.96265 1.51639 2.40414

Summary:
Relative energy (zero: lowest compared OMol25 entry of this formula, charge and spin) in kcal per mole: 0.0
Frontier orbital gap in eV: 10.61
HOMO level in eV: -10.010
LUMO level in eV: 0.6
SMILES: C=CC[P@](=O)(/C=C/C)CS(=O)(=O)OC


Molecular formula: C3H3O3Y
Method: DFT, ωB97M-V/def2-TZVPD

Element x y z (Å)
1 C -0.00325 -1.11929 0.39125
2 H -4.36764 -0.60125 -0.40373
3 C -3.06906 1.02996 -0.15426
4 C -4.25225 0.48130 -0.37440
5 O -0.43993 -2.13148 0.08905
6 Y 1.57374 1.81128 1.29218
7 H -5.14110 1.11271 -0.48391
8 H -2.14002 2.52245 0.58605
9 O -2.67098 2.28743 -0.18712
10 O 0.59851 -0.14443 0.64730

Summary:
Relative energy (zero: lowest compared OMol25 entry of this formula, charge and spin) in kcal per mole: 27.4
Charge: +3
Frontier orbital gap (spin up / spin down) in eV: 5.90 / 8.17
HOMO level (spin up / spin down) in eV: -20.626 / -22.903
LUMO level (spin up / spin down) in eV: -14.7 / -14.7
<S²>: 0.750
Multiplicity: 2


Molecular formula: C20H45F6N3O7Sr
Method: DFT, ωB97M-V/def2-TZVPD

Element x y z (Å)
1 H -12.79663 17.98801 -9.61280
2 O -16.01458 20.99035 -15.14291
3 C -21.25992 15.83841 -3.45189
4 F -17.39582 22.41609 -12.12776
5 H -9.97278 15.86102 -18.24344
6 F -18.30245 13.39483 -1.34003
7 H -21.30393 13.44255 -10.53369
8 H -21.61042 16.51008 -2.66824
9 H -12.40917 15.08132 -7.76593
10 O -14.08017 17.64316 -7.27778
11 H -11.38050 18.82409 -8.92053
12 H -12.53829 15.21563 -15.29174
13 C -13.25622 14.04292 -16.47473
14 H -20.67948 9.63559 -12.03039
15 H -10.79940 16.68358 -7.51486
16 H -15.39289 13.10036 -16.50208
17 C -16.47960 22.09857 -13.02030
18 C -16.65728 20.90230 -16.46583
19 O -18.75097 10.72691 -11.84994
20 H -15.37486 14.69964 -17.06527
21 H -20.10602 12.84161 -13.43881
22 C -20.21258 10.46421 -11.49795
23 H -15.83339 18.82940 -6.92612
24 H -20.90641 16.55144 -4.19669
25 H -14.47971 19.44478 -6.11557
26 H -11.05370 17.53730 -9.87366
27 H -13.98829 15.52625 -15.58829
28 C -17.85844 9.61324 -11.80656
29 H -9.59214 16.57101 -16.70171
30 H -20.38336 10.12363 -10.47670
31 C -14.91329 18.49999 -6.44340
32 H -14.57623 20.90706 -16.89820
33 N -12.27395 15.70556 -8.54831
34 H -16.96929 9.79541 -12.41016
35 H -21.72450 13.22117 -12.88711
36 H -17.50340 21.57485 -16.60677
37 H -14.68185 13.36520 -18.01531
38 C -19.93939 15.00533 -3.01549
39 H -18.21703 8.64459 -12.15475
40 C -15.50352 20.94171 -17.47007
41 H -17.07303 19.89570 -16.51070
42 F -15.25803 21.91397 -12.45589
43 C -10.42257 16.30848 -17.35712
44 C -21.01005 12.40746 -13.01179
45 C -11.81442 17.85322 -9.15980
46 H -12.73020 13.13281 -16.18646
47 H -12.35398 18.41514 -6.51796
48 H -17.91118 21.15458 -14.33138
49 H -15.58379 21.85704 -18.05644
50 C -12.44778 14.97322 -17.42793
51 F -16.43470 23.16189 -13.83387
52 C -18.43892 13.14646 -3.78206
53 F -16.66008 12.27011 -2.15325
54 H -20.30969 14.56424 -2.09006
55 H -15.48325 20.12343 -18.18986
56 O -17.69274 13.01294 -4.96310
57 H -15.15274 17.95685 -5.52921
58 H -22.00634 15.20318 -3.92880
59 H -17.52054 9.44330 -10.78429
60 H -19.10464 12.32543 -3.51594
61 N -20.55412 12.76684 -10.56966
62 H -10.99841 17.16425 -17.70948
63 N -13.44194 14.77626 -15.18940
64 H -20.50057 12.32308 -9.66395
65 H -12.80832 16.71032 -5.98866
66 H -19.21137 15.75530 -2.70626
67 H -21.29928 11.66267 -13.75324
68 C -12.69731 17.42180 -6.80693
69 F -16.83459 14.42201 -2.42749
70 C -14.74807 13.80893 -17.02192
71 H -22.05167 11.63233 -11.31837
72 C -21.00556 11.80346 -11.57227
73 H -11.53447 15.20239 -9.01745
74 O -16.92332 19.59285 -13.54656
75 H -12.15021 14.50074 -18.36405
76 C -17.53480 13.24615 -2.39958
77 Sr -16.45536 14.64441 -10.06927
78 C -11.76993 16.96072 -7.92642
79 O -19.38680 14.18062 -4.09733
80 C -16.88416 20.92700 -14.04582
81 O -11.24225 15.31979 -16.70682
82 H -13.07916 15.79299 -17.77062

Summary:
Relative energy (zero: lowest compared OMol25 entry of this formula, charge and spin) in kcal per mole: 285.6
Frontier orbital gap in eV: 2.26
HOMO level in eV: -6.343
LUMO level in eV: -4.1


Molecular formula: C8H13NO3
Method: DFT, ωB97M-V/def2-TZVPD

Element x y z (Å)
1 N -0.44751 -0.14946 -0.07003
2 C 2.22404 1.52054 0.85519
3 H 0.92077 0.03211 2.01967
4 H -2.18104 2.25669 -0.01643
5 H -3.47856 1.16014 0.72454
6 H 2.83567 -0.13076 -1.66327
7 H -1.68154 1.30297 1.35147
8 C -0.84012 -1.18873 0.56039
9 H 2.38986 -2.34730 -1.47165
10 O -2.22759 -1.08215 0.45779
11 H -3.46164 0.41312 -1.93140
12 C 1.84278 0.15746 1.62282
13 C -2.36483 1.32457 0.39297
14 C 2.02704 0.29850 0.15660
15 C -2.42654 0.02972 -1.86378
16 H 2.62257 -0.44640 2.04203
17 O -0.18178 -2.28088 0.81260
18 H 3.24846 1.86287 0.97022
19 C 2.38028 -0.54388 -0.82324
20 C -1.90043 0.17014 -0.38718
21 H -2.46066 -1.04616 -2.07782
22 H 0.83555 -2.13981 0.51859
23 H -1.60777 0.50555 -2.52223
24 O 2.38453 -1.90213 -0.60866
25 H 1.54845 2.22331 0.95079

Summary:
Relative energy (zero: lowest compared OMol25 entry of this formula, charge and spin) in kcal per mole: 126.6
Frontier orbital gap in eV: 8.65
HOMO level in eV: -8.064
LUMO level in eV: 0.6


Molecular formula: C16H10BrErF5
Method: DFT, ωB97M-V/def2-TZVPD

Element x y z (Å)
1 H -1.66477 1.01392 -2.90745
2 C -1.71807 -1.64122 -0.78373
3 H -2.60429 0.44482 -0.42775
4 F -3.04332 -0.01832 3.97243
5 C -0.95444 -2.16196 -1.88896
6 C -1.83597 0.31697 3.51015
7 F 1.19397 1.94273 4.57583
8 C 0.62574 1.00145 2.48791
9 H 2.63118 1.07605 0.36676
10 C 2.09516 -0.37196 -2.64357
11 C -0.27322 0.36467 1.63663
12 H 0.74887 1.17413 -3.62998
13 C 2.72986 -0.38641 -1.35874
14 F 1.87061 1.38548 2.11515
15 Er 0.27823 -0.34671 -0.59680
16 C 1.54917 1.62990 -1.55680
17 H -1.81287 -2.12257 0.20796
18 H 1.03328 2.58094 -1.29206
19 C -0.93558 0.97102 4.33330
20 Br 1.22098 -2.36548 0.65745
21 C 1.37399 0.87030 -2.76875
22 C -1.58594 0.02751 -2.40887
23 H -0.43681 -3.14249 -1.90739
24 H 3.31604 -1.22467 -0.93077
25 C 0.30190 1.30769 3.80632
26 F -2.51080 -0.61337 1.54639
27 C -2.09131 -0.26886 -1.10097
28 F -1.25499 1.26956 5.60155
29 C 2.41343 0.85575 -0.68963
30 H 2.10571 -1.21303 -3.36712
31 H -0.37092 -1.23549 -3.86079
32 C -0.89492 -1.14258 -2.89380
33 C -1.49990 0.02220 2.19610

Summary:
Charge: -1
Frontier orbital gap (spin up / spin down) in eV: 7.37 / 7.39
HOMO level (spin up / spin down) in eV: -4.625 / -4.652
LUMO level (spin up / spin down) in eV: 2.7 / 2.7
<S²>: 3.753
Multiplicity: 4